Molecular formula: C3H4N2O2S
Method: DFT, ωB97M-V with the def2-TZVPD basis set

The geometry in ORCA input format:
```
! wB97M-V def2-TZVPD RIJCOSX def2/J DEFGRID3
* xyz 0 1
O 2.49901 -0.43697 2.77294
C 2.68782 -1.10625 1.81764
O 2.16547 -0.93752 0.61390
N 0.99114 -0.13026 0.72873
C 0.31227 -0.34656 -0.32111
N -0.93826 0.21504 -0.47276
C -1.67423 0.29612 -1.57331
S -2.94809 1.23815 -1.68991
H 3.41246 -1.91539 1.83121
H 0.68948 -0.85340 -1.20054
H -1.31975 0.69802 0.33097
H -1.25384 -0.39695 -2.34886
*
```

Computed properties:
relative energy (zero: lowest compared OMol25 entry of this formula, charge and spin) = 64.81 kcal per mole
HOMO-LUMO gap = 9.096 eV
maximum force = 0.0460 Eh/bohr
SMILES string = O=CO/N=C/NC=S
E = -774.82351 a.u.
LUMO level = -0.15 eV

Molecular formula: CH5AgO2
Method: DFT, ωB97M-V with the def2-TZVPD basis set

The geometry in ORCA input format:
```
! wB97M-V def2-TZVPD RIJCOSX def2/J DEFGRID3
* xyz -1 2
C -0.57444 -0.57943 -0.74218
H 0.17196 -0.39083 -1.52431
H -0.26184 -1.27149 0.05645
H -1.41812 -1.07337 -1.24852
O 1.58886 1.02525 0.69785
Ag 2.64052 -0.13359 1.84341
H 0.59965 1.15081 0.66168
O -1.04309 0.72015 -0.21063
H -1.70350 0.55252 0.46625
*
```

Computed properties:
expectation value of S² = 0.753
relative energy (zero: lowest compared OMol25 entry of this formula, charge and spin) = 21.01 kcal per mole
HOMO-LUMO gap (alpha / beta) = 4.377 / 7.044 eV
maximum force = 0.0703 Eh/bohr
E = -338.46862 a.u.
LUMO level (alpha / beta) = 3.63 / 3.57 eV

Molecular formula: C41H51Cl3N9O7SiTl
Method: DFT, ωB97M-V with the def2-TZVPD basis set

The geometry in ORCA input format:
```
! wB97M-V def2-TZVPD RIJCOSX def2/J DEFGRID3
* xyz 0 1
Tl -0.16550 -1.47836 -0.81072
Cl 6.46564 -4.21808 -3.93416
C 5.12382 -3.71486 -2.93892
C 3.92458 -3.36245 -3.52632
C 2.88008 -2.94373 -2.72335
Cl 1.34446 -2.59544 -3.48717
C 2.95643 -2.81492 -1.31225
O 2.00831 -2.38485 -0.56163
C 4.20022 -3.25724 -0.78531
Cl 4.36801 -3.27365 0.94680
C 5.26007 -3.68059 -1.56136
H 3.79700 -3.42037 -4.59900
H 6.18258 -3.99290 -1.09022
C 0.15501 1.84641 -5.76645
N 0.50526 1.42137 -4.42394
C -0.27065 0.81752 -3.51960
N 0.35556 0.75774 -2.36237
C 1.56539 1.32541 -2.63796
N 1.69891 1.74476 -3.87734
C 0.03060 3.35204 -5.83335
C 0.56254 4.08009 -6.88615
C 0.43430 5.46509 -6.91657
C -0.18379 6.13539 -5.87567
C -0.68456 5.40721 -4.79813
C -0.59942 4.02216 -4.79511
C -1.21919 6.10108 -3.62705
N -1.34400 7.36476 -3.41551
N -1.78276 7.50321 -2.10090
C -1.87618 6.31407 -1.61760
O -1.55666 5.36857 -2.53524
C -2.18955 5.89918 -0.24847
C -2.29239 6.85849 0.74926
C -2.51518 6.45361 2.05528
C -2.63226 5.10840 2.36347
C -2.55012 4.13847 1.36807
C -2.69900 2.69005 1.80133
N -2.91926 1.70772 0.75380
C -2.12398 1.27341 -0.23898
N -2.73102 0.32934 -0.92678
C -3.92364 0.20884 -0.28292
N -4.07899 1.01006 0.74643
C -2.33260 4.54339 0.05872
H -0.79850 1.37255 -5.99529
H 0.90101 1.48387 -6.46987
H -1.27979 0.48054 -3.71189
H 2.33955 1.43898 -1.89468
H 1.08302 3.56513 -7.68650
H 0.85049 6.02507 -7.74475
H -0.25986 7.21515 -5.86587
H -0.97826 3.46769 -3.94406
H -2.18414 7.90500 0.49198
H -2.59456 7.19415 2.84201
H -2.80450 4.80691 3.39185
H -3.57155 2.60312 2.44068
H -1.83217 2.39044 2.39357
H -1.12345 1.64687 -0.42300
H -4.68930 -0.49312 -0.57766
H -2.28036 3.82393 -0.74420
N 1.40390 3.45717 2.08906
C 0.68123 2.46781 1.50165
O 0.91260 2.07629 0.37159
C -0.46222 1.91627 2.33858
C -1.00813 0.61658 1.78194
H 2.19802 3.82619 1.59533
H 1.27673 3.70317 3.05323
H -1.25598 2.67104 2.34650
H -0.14791 1.76950 3.37157
H -1.11324 0.72461 0.70206
H -1.99247 0.42049 2.20976
C 2.21542 -0.59201 5.94277
C 2.56174 -0.76436 4.46819
C 3.83330 -1.57880 4.30889
C 2.71358 0.58716 3.78066
O 1.52057 -1.52156 3.83615
Si -0.02391 -1.32498 3.42798
O -0.13942 -0.49776 1.99322
O -0.82747 -0.41539 4.52586
C -1.96680 -0.64444 5.37153
C -3.18218 -1.06215 4.54606
C -1.62406 -1.72199 6.39489
C -2.23411 0.68189 6.06762
O -0.73447 -2.77538 3.31628
C -0.30553 -4.14306 3.13940
C 0.42881 -4.28451 1.81321
C -1.58785 -4.96032 3.14069
C 0.59193 -4.56348 4.29863
H 2.97276 0.01925 6.43926
H 2.17452 -1.56710 6.43459
H 1.24246 -0.10703 6.04878
H 4.64869 -1.10836 4.86193
H 4.11040 -1.64975 3.25633
H 3.68376 -2.58970 4.69634
H 3.66866 1.04346 4.04730
H 1.91294 1.26496 4.08820
H 2.67676 0.45726 2.69561
H -2.94559 -1.93159 3.92877
H -3.51415 -0.24518 3.90052
H -4.00820 -1.32124 5.21126
H -1.44822 -2.67470 5.89112
H -2.44375 -1.84428 7.10610
H -0.72085 -1.44475 6.94285
H -2.31484 1.47755 5.32283
H -1.42112 0.92996 6.75401
H -3.16826 0.63421 6.63102
H -0.25923 -4.11246 0.98161
H 0.83569 -5.29335 1.71339
H 1.26434 -3.58134 1.73739
H -2.27563 -4.57131 2.38591
H -2.07889 -4.91348 4.11645
H -1.36749 -6.00466 2.90844
H 1.51286 -3.97865 4.29875
H 0.84826 -5.62036 4.20128
H 0.07877 -4.41213 5.25236
*
```

Computed properties:
relative energy (zero: lowest compared OMol25 entry of this formula, charge and spin) = 152.82 kcal per mole
HOMO-LUMO gap = 6.815 eV
maximum force = 0.2684 Eh/bohr
E = -4455.00359 a.u.
LUMO level = -0.26 eV

What did the second record say?
Molecular formula: CH5AgO2
Method: DFT, ωB97M-V with the def2-TZVPD basis set

The geometry in ORCA input format:
```
! wB97M-V def2-TZVPD RIJCOSX def2/J DEFGRID3
* xyz -1 2
C -0.57444 -0.57943 -0.74218
H 0.17196 -0.39083 -1.52431
H -0.26184 -1.27149 0.05645
H -1.41812 -1.07337 -1.24852
O 1.58886 1.02525 0.69785
Ag 2.64052 -0.13359 1.84341
H 0.59965 1.15081 0.66168
O -1.04309 0.72015 -0.21063
H -1.70350 0.55252 0.46625
*
```

Computed properties:
expectation value of S² = 0.753
relative energy (zero: lowest compared OMol25 entry of this formula, charge and spin) = 21.01 kcal per mole
HOMO-LUMO gap (alpha / beta) = 4.377 / 7.044 eV
maximum force = 0.0703 Eh/bohr
E = -338.46862 a.u.
LUMO level (alpha / beta) = 3.63 / 3.57 eV

> Which value of relative energy (zero: lowest compared OMol25 entry of this formula, charge and spin) does entry 2 give?

21.01 kcal per mole